{"formula": "C40H41BrF9IN6O2P2SV", "method": "ωB97M-V/def2-TZVPD", "gap_ev": [6.92, 6.40], "charge": 2, "energy_ev": -212871.300, "multiplicity": 2, "largest_force_ev_per_a": 1.5, "lumo_energy_ev": [-6.1, -5.6], "species": ["V", "C", "C", "N", "N", "C", "N", "S", "C", "C", "C", "C", "C", "N", "H", "H", "H", "H", "H", "H", "H", "H", "H", "H", "C", "O", "C", "O", "N", "N", "H", "H", "H", "H", "H", "H", "C", "P", "C", "C", "H", "H", "H", "H", "H", "H", "H", "H", "H", "Br", "C", "C", "C", "C", "C", "C", "I", "H", "H", "H", "H", "F", "C", "F", "F", "C", "C", "C", "C", "C", "C", "P", "C", "C", "C", "C", "C", "C", "C", "F", "F", "F", "C", "C", "C", "C", "C", "C", "C", "F", "F", "F", "H", "H", "H", "H", "H", "H", "H", "H", "H", "H", "H", "H"], "coordinates": [[0.168, -0.042, 0.214], [4.275, -1.113, 0.041], [2.784, -1.100, 0.140], [2.079, 0.006, 0.360], [2.776, 1.184, 0.550], [2.106, 2.292, 0.887], [2.800, 3.419, 0.992], [0.432, 2.234, 1.191], [1.952, -2.253, 0.019], [2.426, -3.567, -0.042], [1.530, -4.603, -0.118], [0.157, -4.327, -0.133], [-0.256, -3.031, -0.041], [0.606, -1.986, 0.035], [4.745, -0.837, 0.991], [4.623, -0.422, -0.735], [4.642, -2.096, -0.233], [3.748, 1.215, 0.282], [3.781, 3.481, 0.771], [2.331, 4.256, 1.294], [3.486, -3.768, -0.021], [1.885, -5.625, -0.154], [-0.574, -5.121, -0.195], [-1.311, -2.793, -0.018], [-3.245, -3.986, -3.558], [-1.996, -3.337, -3.255], [-1.987, -2.168, -2.625], [-0.930, -1.588, -2.409], [-3.172, -1.657, -2.213], [-3.166, -0.488, -1.425], [-2.983, -4.885, -4.102], [-3.869, -3.351, -4.187], [-3.772, -4.265, -2.644], [-4.021, -2.191, -2.185], [-2.184, -0.257, -1.318], [-3.564, 0.273, -1.966], [-1.306, 4.675, -1.888], [-2.118, 3.400, -0.843], [-2.575, 4.439, 0.602], [-3.725, 3.263, -1.728], [-1.888, 5.598, -1.877], [-1.221, 4.320, -2.916], [-0.302, 4.883, -1.513], [-3.401, 5.108, 0.350], [-1.711, 5.039, 0.893], [-2.865, 3.825, 1.455], [-4.161, 4.250, -1.894], [-4.430, 2.664, -1.147], [-3.569, 2.790, -2.701], [3.678, 1.578, -2.705], [2.597, 0.745, -4.025], [3.227, 0.337, -5.190], [2.487, -0.273, -6.193], [1.129, -0.491, -6.026], [0.499, -0.081, -4.861], [1.230, 0.542, -3.860], [0.125, 1.351, -2.259], [4.287, 0.506, -5.316], [2.981, -0.577, -7.107], [0.551, -0.970, -6.807], [-0.562, -0.246, -4.727], [-4.126, -6.336, 2.104], [-3.167, -6.101, 3.012], [-3.699, -6.295, 4.223], [-2.205, -7.018, 2.836], [-2.621, -4.702, 2.871], [-1.288, -4.446, 3.155], [-0.794, -3.160, 3.014], [-1.628, -2.115, 2.615], [-2.969, -2.382, 2.351], [-3.463, -3.675, 2.477], [-0.841, -0.469, 2.378], [-2.196, 0.726, 2.698], [-3.238, 0.793, 1.769], [-4.351, 1.582, 2.010], [-4.413, 2.342, 3.169], [-3.356, 2.344, 4.063], [-2.249, 1.538, 3.828], [-5.620, 3.214, 3.408], [-5.514, 4.359, 2.708], [-6.743, 2.605, 3.007], [-5.755, 3.535, 4.695], [0.226, -0.391, 3.852], [-0.295, -0.711, 5.105], [0.511, -0.654, 6.232], [1.840, -0.276, 6.104], [2.375, 0.023, 4.862], [1.567, -0.037, 3.737], [2.745, -0.196, 7.309], [3.751, -1.077, 7.202], [2.091, -0.449, 8.443], [3.292, 1.025, 7.405], [-0.639, -5.249, 3.480], [0.253, -2.973, 3.223], [-3.647, -1.593, 2.059], [-4.507, -3.879, 2.272], [-3.203, 0.216, 0.852], [-5.174, 1.599, 1.306], [-3.397, 2.962, 4.950], [-1.431, 1.556, 4.535], [-1.332, -1.010, 5.206], [0.110, -0.905, 7.204], [3.419, 0.300, 4.780], [1.984, 0.187, 2.766]], "atomic_forces_ev_per_a": [[-0.999, 1.034, -0.549], [-0.018, 0.091, 0.129], [0.208, -0.230, 0.058], [0.786, -0.016, -0.175], [-0.261, -0.136, 0.000], [0.128, -0.065, 0.024], [-0.093, 0.088, 0.024], [0.113, -0.273, 0.089], [-0.067, 0.299, 0.036], [-0.029, -0.246, -0.120], [0.065, -0.044, 0.002], [0.045, -0.142, -0.025], [0.063, 0.248, -0.092], [0.406, -0.535, 0.340], [-0.010, -0.016, -0.034], [-0.017, -0.050, 0.016], [0.007, 0.014, 0.007], [0.099, -0.064, -0.065], [0.020, 0.001, 0.047], [-0.003, 0.041, -0.028], [-0.003, 0.020, -0.007], [-0.022, 0.023, -0.025], [0.016, 0.017, 0.012], [0.000, 0.075, 0.018], [0.062, 0.086, 0.011], [-0.092, -0.075, -0.016], [0.014, 0.037, 0.006], [-0.204, -0.122, 0.056], [-0.016, 0.103, -0.166], [-0.160, -0.100, 0.219], [0.032, -0.032, -0.023], [0.009, 0.017, 0.003], [0.015, -0.015, 0.012], [-0.002, -0.119, 0.096], [0.038, 0.069, -0.175], [0.002, 0.069, -0.118], [-0.035, -0.063, 0.058], [-0.208, 0.012, -0.057], [0.030, -0.083, 0.010], [0.072, 0.025, 0.069], [0.031, -0.004, -0.045], [0.011, 0.026, 0.010], [-0.025, 0.004, -0.013], [0.069, 0.014, 0.031], [-0.030, -0.027, 0.010], [-0.005, 0.025, -0.035], [-0.034, -0.037, -0.004], [0.020, 0.016, -0.037], [-0.026, -0.004, 0.047], [-0.050, 0.077, -0.082], [-0.154, -0.071, 0.060], [-0.021, -0.036, -0.064], [0.054, -0.009, 0.015], [-0.033, -0.005, -0.017], [-0.001, -0.038, 0.008], [0.132, -0.051, 0.063], [0.294, 0.368, -0.458], [-0.011, 0.000, 0.015], [-0.019, 0.005, 0.046], [0.033, 0.024, 0.043], [0.035, 0.016, -0.010], [-0.011, -0.023, -0.010], [0.012, 0.026, 0.001], [-0.012, -0.009, 0.027], [-0.006, -0.020, -0.006], [-0.007, 0.003, -0.029], [0.058, 0.001, 0.013], [0.016, 0.021, 0.023], [0.121, 0.003, -0.027], [-0.023, 0.002, 0.016], [-0.015, 0.077, -0.035], [-0.674, -0.269, 1.040], [0.063, 0.006, -0.057], [-0.004, 0.012, -0.057], [0.029, -0.040, -0.051], [0.004, -0.036, -0.009], [0.069, -0.012, 0.021], [0.043, 0.033, -0.004], [0.032, -0.015, -0.020], [-0.013, 0.036, -0.015], [-0.019, 0.012, 0.004], [-0.020, 0.022, 0.021], [0.101, 0.073, -0.150], [-0.010, -0.005, -0.006], [-0.026, 0.001, -0.016], [-0.074, -0.053, 0.041], [-0.010, 0.013, -0.081], [0.055, 0.005, 0.043], [-0.039, -0.031, -0.013], [0.027, -0.013, 0.013], [0.021, 0.005, 0.024], [0.026, 0.032, 0.026], [-0.007, 0.033, -0.035], [-0.012, -0.013, 0.017], [0.002, -0.021, 0.011], [0.044, 0.017, 0.010], [-0.036, -0.052, -0.003], [0.048, -0.004, 0.025], [0.000, -0.024, -0.022], [-0.016, -0.052, 0.023], [0.021, -0.008, 0.004], [0.002, 0.031, -0.030], [-0.035, -0.006, -0.013], [0.009, 0.004, 0.035]]}